1.
The following is a DFT calculation (ωB97M-V/def2-TZVPD) of AlBH10O3 as an isolated structure.

The value obtained for the HOMO energy is -19.667 eV. The value obtained for the relative energy (zero: lowest compared OMol25 entry of this formula, charge and spin) is 111.8 kcal/mol. The value obtained for the gap between HOMO and LUMO is 4.6 eV. As for the net charge: +2.

Structure (XYZ):
```
15
Properties=species:S:1:pos:R:3:nbo_charge:R:1
Al 23.6854 6.9156 -1.9337 1.374
B 25.2473 9.5965 -3.1904 -0.344
H 24.9166 9.8355 -2.1106 0.135
H 26.3354 9.9027 -3.4554 0.267
H 25.3074 8.4205 -3.2490 0.184
H 24.5130 10.1430 -3.8904 0.106
O 26.1873 7.7880 -0.6290 -0.972
H 26.5677 7.1458 -0.0122 0.517
H 26.6778 8.6047 -0.4643 0.515
O 25.7985 5.8932 -3.7180 -0.935
H 26.7152 5.9006 -3.4034 0.513
H 25.7247 5.0781 -4.2391 0.522
O 22.3516 9.1295 -3.1759 -0.916
H 21.4880 9.3224 -3.5795 0.532
H 22.9010 9.9004 -3.3880 0.502
```


2.
The following is a DFT calculation (ωB97M-V/def2-TZVPD) of C8H7BrINO2 as an isolated structure.

The value obtained for the HOMO energy (alpha / beta) is -6.812 / -6.813 eV. The value obtained for the relative energy (zero: lowest compared OMol25 entry of this formula, charge and spin) is 68.2 kcal/mol. The value obtained for the gap between HOMO and LUMO (alpha / beta) is 6.6 / 6.6 eV.

Structure (XYZ):
```
20
Properties=species:S:1:pos:R:3:nbo_charge:R:1
C -2.9287 -0.6961 -0.4980 -0.214
C -2.2180 -1.8287 -0.2474 -0.184
C -2.3701 0.4581 -0.8387 -0.204
C -0.8222 -1.6783 -0.1594 -0.223
C -1.0331 0.6364 -0.7313 -0.250
C -0.2625 -0.4246 -0.2511 0.230
C 1.5631 0.7657 0.4208 0.924
C 3.7972 0.4630 -0.4607 -0.311
N 0.7853 1.4931 1.2342 -0.800
O 1.0500 -0.3230 -0.1221 -0.411
O 2.8257 1.0049 0.3881 -0.479
Br 5.2926 1.5521 -0.0700 -0.004
I 4.0199 -1.5919 0.3590 -0.065
H -4.0055 -0.6701 -0.5774 0.212
H -2.8043 -2.6998 0.0303 0.230
H -3.2037 1.1928 -1.0181 0.230
H -0.2452 -2.5086 0.1129 0.236
H -0.5171 1.5571 -0.8510 0.226
H 0.0154 0.9460 1.6018 0.421
H 1.0613 2.3522 1.6780 0.438
```


3.
The following is a DFT calculation (ωB97M-V/def2-TZVPD) of C55H42CoNP3SSi as an isolated structure.

The value obtained for the HOMO energy (alpha / beta) is -8.123 / -9.724 eV. Its expectation value of S² is 6.07. The value obtained for the gap between HOMO and LUMO (alpha / beta) is 5.0 / 2.9 eV. As for the spin multiplicity: 5. As for the net charge: +1.

Structure (XYZ):
```
104
Properties=species:S:1:pos:R:3:mulliken_charge:R:1
Co 0.0205 -0.1799 -0.2085 -0.018
C -3.3618 -2.4550 -4.6894 -0.607
C -3.4833 -1.1259 -4.2747 -0.709
C -3.1146 -0.7530 -2.9973 -0.531
C -2.5855 -1.6825 -2.0692 0.777
C -2.6462 -3.0420 -2.4673 -0.444
C -3.0326 -3.4110 -3.7429 -0.614
P -1.7676 -1.1241 -0.5647 1.736
C -1.6564 -2.5549 0.5250 0.636
C -0.7153 -3.5673 0.2547 -0.753
C -0.8110 -4.7756 0.8979 -0.622
C -1.9061 -5.0468 1.6865 -0.793
C -2.7923 -4.0508 2.0114 -0.792
C -2.6568 -2.7834 1.4711 -0.291
C -3.0329 0.1039 -0.0542 -0.271
C -4.3524 -0.1677 0.2481 -0.529
C -5.2737 0.8462 0.4743 -1.111
C -4.9208 2.1985 0.3440 -0.786
C -3.6407 2.4857 -0.0550 -0.731
C -2.6781 1.4665 -0.2829 0.874
Si -0.7922 1.8818 -0.5531 1.844
C -0.3492 2.8602 0.9778 0.796
C -0.4844 4.2647 1.1221 -0.768
C -0.3403 4.8154 2.4005 -0.879
C 0.0263 4.0349 3.4904 -1.082
C 0.0969 2.6694 3.3620 -0.157
C -0.0248 2.0821 2.0941 -1.384
P 0.1226 0.3159 1.8580 2.222
C -1.0311 -0.3330 3.1153 0.748
C -0.7578 -1.4988 3.8655 -0.251
C -1.3368 -1.6487 5.0943 -0.716
C -2.1928 -0.6581 5.5589 -0.940
C -2.7029 0.2902 4.7053 -0.697
C -2.1654 0.4187 3.4191 -0.358
C 1.8090 0.0222 2.5134 0.756
C 2.5602 1.0733 3.0266 -1.498
C 3.6097 0.7532 3.8996 -0.966
C 4.1364 -0.5594 3.9123 -0.822
C 3.5320 -1.5152 3.1435 -1.030
C 2.3388 -1.2757 2.5186 0.042
C -0.2821 3.0524 -2.0680 0.867
C -0.5544 4.4433 -2.1743 -1.167
C 0.1347 5.2162 -3.1194 -0.520
C 1.0016 4.6838 -4.0567 -0.901
C 1.1048 3.3059 -4.1476 -0.732
C 0.4174 2.5374 -3.1982 0.663
P 2.0329 -0.7765 -0.4352 1.195
C 3.2902 0.4711 -0.6922 0.966
C 2.9769 1.8283 -0.7389 0.110
C 3.9574 2.8040 -1.0494 -1.010
C 5.2803 2.4092 -1.1550 -0.583
C 5.6426 1.0782 -0.9733 -0.689
C 4.6468 0.0831 -0.8117 -1.253
C 2.4774 -2.1632 -1.5214 0.592
C 2.4382 -1.7340 -2.8490 -0.463
C 2.6148 -2.6754 -3.8512 -0.677
C 3.1328 -3.9227 -3.5809 -0.584
C 3.2645 -4.3512 -2.2554 -0.587
C 2.8694 -3.5225 -1.2153 -0.346
H -3.5346 -2.6801 -5.7601 0.377
H -3.8343 -0.3832 -4.9777 0.459
H -3.1934 0.3010 -2.6885 0.181
H -2.3447 -3.8283 -1.7588 0.253
H -2.9771 -4.4696 -3.9667 0.431
H 0.0445 -3.3250 -0.4976 0.461
H -0.0294 -5.5719 0.8524 0.379
H -2.1123 -6.1000 2.0064 0.337
H -3.6860 -4.2539 2.6123 0.427
H -3.2228 -1.9390 1.8516 0.302
H -4.6972 -1.2003 0.3654 0.536
H -6.3217 0.6440 0.7251 0.379
H -5.6577 2.9945 0.5665 0.384
H -3.3470 3.5105 -0.1649 0.353
H -0.7231 4.9167 0.2842 0.093
H -0.4673 5.8855 2.4350 0.459
H 0.2171 4.4912 4.4383 0.479
H 0.3283 2.0894 4.2529 0.678
H -0.0831 -2.2775 3.4542 0.384
H -1.1370 -2.5326 5.7363 0.421
H -2.4952 -0.6653 6.5855 0.421
H -3.5225 0.9473 4.9906 0.483
H -2.4659 1.2415 2.7660 0.293
H 2.3567 2.0767 2.7998 0.856
H 4.0113 1.6006 4.4776 0.409
H 4.9558 -0.7780 4.6277 0.381
H 3.9029 -2.5066 3.1690 0.555
H 1.8105 -2.1454 2.0440 0.116
H -1.2619 4.9137 -1.5327 0.503
H -0.0534 6.2765 -3.0690 0.454
H 1.6048 5.3624 -4.6930 0.432
H 1.6667 2.8192 -4.9356 0.544
H 1.9423 2.1882 -0.6225 -0.006
H 3.5971 3.8337 -1.1244 0.498
H 6.0333 3.1682 -1.3550 0.399
H 6.7142 0.7925 -1.0154 0.390
H 4.9313 -0.9859 -0.7550 0.368
H 2.1871 -0.6821 -3.0370 0.212
H 2.4124 -2.4299 -4.9124 0.284
H 3.5349 -4.6174 -4.3387 0.355
H 3.6041 -5.3820 -2.0657 0.379
H 2.9067 -3.7960 -0.1394 0.438
S -0.1211 -0.3631 -5.7767 -0.155
C 0.1720 0.5612 -4.5362 0.597
N 0.2620 1.1573 -3.4564 -0.136
```


4.
The following is a DFT calculation (ωB97M-V/def2-TZVPD) of a 6-piece molecular cluster, C15H37FN5O7PS overall.

The value obtained for the HOMO energy is -9.069 eV. The SMILES is O=S(=O)(F)P.CN(C)C=O.CN(C)C=O.CN(C)C=O.CN(C)C=O.CN(C)C=O. The value obtained for the gap between HOMO and LUMO is 8.3 eV.

Structure (XYZ):
```
67
Properties=species:S:1:pos:R:3:nbo_charge:R:1
O 4.1603 2.0425 -3.6097 -0.814
S 3.4083 2.1472 -4.9583 1.892
O 3.8437 0.9877 -5.8944 -0.841
F 3.5898 3.6468 -5.7702 -0.487
P 1.2803 1.9684 -4.4896 0.145
H 0.8773 0.8102 -5.2827 0.055
H 0.5876 3.1373 -4.9827 0.047
C 0.3120 2.1068 1.3687 -0.404
N 0.2837 1.1806 0.2566 -0.430
C 1.2722 0.1231 0.2019 -0.419
C -0.6538 1.2745 -0.7495 0.522
O -0.7357 0.5276 -1.7164 -0.664
H 1.2788 2.6183 1.3780 0.196
H 0.1830 1.5463 2.2989 0.190
H -0.4861 2.8493 1.2834 0.232
H 1.8499 0.2230 -0.7218 0.215
H 0.7597 -0.8435 0.1943 0.210
H 1.9433 0.1772 1.0634 0.213
H -1.3558 2.1129 -0.6089 0.139
C -4.2457 5.7898 -2.9958 -0.398
N -3.5942 4.8265 -2.1338 -0.431
C -3.6060 3.4285 -2.5128 -0.423
C -2.9643 5.1991 -0.9657 0.533
O -2.3952 4.4396 -0.1918 -0.642
H -5.3036 5.5263 -3.0841 0.198
H -3.7745 5.7569 -3.9822 0.198
H -4.1605 6.8019 -2.5908 0.210
H -4.0957 2.8497 -1.7241 0.213
H -2.5744 3.0791 -2.6176 0.210
H -4.1395 3.2891 -3.4570 0.222
H -3.0155 6.2837 -0.7743 0.111
C -0.9854 -1.9558 5.0294 -0.401
N -0.2624 -2.3631 3.8433 -0.438
C -0.9867 -2.5045 2.5969 -0.417
C 1.0917 -2.6198 3.8646 0.521
O 1.7644 -2.9669 2.9020 -0.630
H -1.7688 -2.6908 5.2355 0.192
H -1.4377 -0.9765 4.8487 0.194
H -0.3190 -1.8894 5.8937 0.223
H -0.8828 -3.5332 2.2392 0.213
H -0.5533 -1.8277 1.8543 0.210
H -2.0451 -2.2685 2.7366 0.205
H 1.5419 -2.4818 4.8616 0.126
C 5.3100 -4.6292 7.8314 -0.398
N 4.3574 -3.7327 7.2116 -0.435
C 3.8772 -4.0352 5.8789 -0.418
C 3.8944 -2.6024 7.8505 0.530
O 3.0910 -1.8030 7.3869 -0.629
H 6.2075 -4.6770 7.2080 0.197
H 4.8615 -5.6238 7.9078 0.195
H 5.5853 -4.2818 8.8309 0.211
H 4.1284 -3.2044 5.2127 0.222
H 2.7892 -4.1464 5.9089 0.207
H 4.3312 -4.9569 5.5050 0.209
H 4.3237 -2.4688 8.8571 0.109
C -1.2900 -1.7547 -5.4450 -0.407
N -2.2426 -0.8582 -6.0648 -0.436
C -2.7228 -1.1606 -7.3975 -0.419
C -2.7056 0.2721 -5.4259 0.517
O -3.5090 1.0716 -5.8895 -0.631
H -0.3925 -1.8024 -6.0683 0.193
H -1.7385 -2.7492 -5.3686 0.198
H -1.0147 -1.4073 -4.4454 0.226
H -2.4716 -0.3298 -8.0637 0.213
H -3.8108 -1.2718 -7.3675 0.214
H -2.2688 -2.0824 -7.7714 0.206
H -2.2763 0.4057 -4.4192 0.126
```


5.
The following is a DFT calculation (ωB97M-V/def2-TZVPD) of C12H15LiN3O2S2 as an isolated structure.

The value obtained for the HOMO energy is -3.588 eV. The value obtained for the relative energy (zero: lowest compared OMol25 entry of this formula, charge and spin) is 4.3 kcal/mol. The value obtained for the gap between HOMO and LUMO is 6.1 eV. As for the net charge: -1.

Structure (XYZ):
```
35
Properties=species:S:1:pos:R:3:nbo_charge:R:1
Li -0.1059 -0.2655 0.4208 0.841
N -0.0100 -2.3400 0.2679 -0.930
C 0.7776 -3.5787 0.1072 -0.240
C 2.2259 -3.3239 0.3733 -0.222
N 2.8143 -2.2659 -0.4904 -0.830
H -0.5416 -2.3449 1.1604 0.409
H -0.8037 -2.3476 -0.4173 0.408
H 0.6863 -3.9207 -0.9520 0.174
H 0.3389 -4.3632 0.7002 0.181
H 2.7984 -4.3235 0.2802 0.174
H 2.3878 -2.9368 1.3587 0.186
H 2.3406 -1.4202 -0.2853 0.365
H 2.6154 -2.5014 -1.4268 0.344
O -2.9756 -1.2332 -0.4284 -0.722
C -2.4570 -0.3894 0.2934 0.762
O -1.6694 -0.5870 1.2521 -0.863
C -2.8506 1.0757 0.0580 -0.156
C -4.1917 1.3981 0.2663 -0.186
C -4.6739 2.6830 0.1284 -0.265
C -3.8267 3.6525 -0.4024 -0.228
C -2.5042 3.3131 -0.6387 -0.256
C -2.0112 2.0478 -0.4755 -0.099
S -0.2950 1.6831 -0.7700 -0.621
H -4.8573 0.6263 0.6272 0.200
H -5.7240 2.8779 0.3912 0.191
H -4.2080 4.6566 -0.5568 0.192
H -1.8217 4.0105 -1.0793 0.203
S 4.8556 0.6266 -0.7178 0.377
C 3.7750 1.9745 -0.8239 -0.460
C 2.8660 1.9861 0.1940 -0.049
N 2.9996 0.8713 1.0676 -0.443
C 4.0050 0.1322 0.6878 -0.143
H 3.7433 2.6236 -1.6678 0.237
H 2.0490 2.6623 0.3010 0.254
H 4.2490 -0.7596 1.1967 0.216
```


6.
The following is a DFT calculation (ωB97M-V/def2-TZVPD) of Cl2H8MgO4 as an isolated structure.

The value obtained for the HOMO energy is -8.134 eV. The value obtained for the relative energy (zero: lowest compared OMol25 entry of this formula, charge and spin) is 16.9 kcal/mol. The value obtained for the gap between HOMO and LUMO is 7.2 eV.

Structure (XYZ):
```
15
Properties=species:S:1:pos:R:3:nbo_charge:R:1
Mg -0.5904 0.2402 0.0068 1.720
Cl -2.8413 -0.5434 -0.6904 -0.905
Cl -1.0959 2.5186 0.5655 -0.900
O 1.4495 0.7726 0.7038 -0.972
H 2.1868 0.2629 0.3678 0.471
H 1.8459 1.3946 1.3139 0.516
O 0.0656 0.8711 -1.8095 -0.982
H 0.9108 0.7678 -2.2469 0.486
H -0.4742 1.3477 -2.4401 0.519
O 0.1602 -1.4705 -0.6478 -0.984
H -0.1745 -2.2350 -1.1168 0.526
H 1.0532 -1.7118 -0.4018 0.480
O -0.7789 -0.5770 1.7801 -0.991
H -0.3657 -0.3283 2.6069 0.502
H -1.3510 -1.3096 2.0085 0.515
```


Computed values of energy (unit: hartree) for the preceding records, in sequence: -498.0251; -3385.8431; -5269.9257; -2233.5069; -1585.0632; -1426.4049.